{"formula": "C21H46N2O2", "method": "the ωB97M-V functional and the def2-TZVPD basis", "species": ["C", "C", "C", "C", "C", "C", "C", "C", "C", "C", "C", "N", "N", "C", "C", "C", "C", "O", "O", "H", "H", "H", "H", "H", "H", "H", "H", "H", "H", "H", "H", "H", "H", "H", "H", "H", "H", "H", "H", "H", "H", "H", "H", "H", "H", "H", "H", "H", "H", "H", "H", "C", "C", "C", "C", "C", "C", "H", "H", "H", "H", "H", "H", "H", "H", "H", "H", "H", "H", "H", "H"], "xyz": [[-2.023, -1.946, 2.346], [-0.818, -2.391, 1.275], [-0.913, -1.426, -0.037], [0.137, -1.717, -1.242], [1.401, -2.693, -0.908], [2.750, -1.839, -0.408], [3.157, -2.116, 1.155], [4.373, -1.021, 1.503], [4.588, -0.935, 3.146], [4.760, 0.595, 3.710], [3.319, 1.281, 4.212], [2.577, 1.884, 3.041], [2.137, 3.176, 3.282], [1.818, 3.733, 1.885], [2.018, 5.356, 1.759], [1.700, 5.741, 0.163], [1.447, 0.979, 2.601], [0.490, 0.476, 3.397], [1.377, 0.628, 1.172], [-3.075, -1.856, 1.840], [-2.106, -2.724, 3.241], [-1.776, -0.888, 2.838], [0.178, -2.325, 1.886], [-1.048, -3.526, 0.998], [-0.921, -0.302, 0.364], [-2.007, -1.581, -0.489], [0.600, -0.663, -1.559], [-0.478, -2.067, -2.203], [1.174, -3.612, -0.221], [1.738, -3.161, -1.955], [2.651, -0.683, -0.686], [3.676, -2.218, -1.060], [2.315, -1.903, 1.938], [3.633, -3.195, 1.306], [5.398, -1.315, 1.019], [4.046, 0.037, 1.082], [3.752, -1.564, 3.698], [5.616, -1.500, 3.370], [5.423, 0.543, 4.695], [5.316, 1.326, 2.985], [2.714, 0.441, 4.771], [3.522, 2.132, 5.017], [2.945, 3.740, 3.627], [2.524, 3.164, 1.109], [0.711, 3.454, 1.536], [1.165, 5.866, 2.379], [3.100, 5.661, 2.086], [1.279, 4.802, -0.413], [0.845, 6.565, 0.094], [2.679, 6.064, -0.413], [2.093, 1.078, 0.632], [-5.920, 0.759, -5.026], [-6.101, -0.465, -4.142], [-5.228, -0.436, -2.885], [-3.716, -0.431, -3.137], [-3.186, -1.607, -3.961], [-3.403, -2.954, -3.287], [-4.899, 0.837, -5.407], [-6.591, 0.701, -5.890], [-6.156, 1.675, -4.476], [-5.906, -1.372, -4.725], [-7.152, -0.520, -3.834], [-5.489, -1.294, -2.256], [-5.483, 0.455, -2.297], [-3.203, -0.415, -2.166], [-3.435, 0.501, -3.639], [-2.110, -1.465, -4.116], [-3.640, -1.616, -4.957], [-2.915, -2.982, -2.308], [-2.975, -3.753, -3.901], [-4.466, -3.172, -3.152]], "orbital_gap_ev": 9.01, "e_homo_ev": -8.46, "total_charge": 0, "relative_energy_ev": 5.307}

{"formula": "C8H12NO9P", "method": "the ωB97M-V functional and the def2-TZVPD basis", "species": ["C", "C", "O", "O", "C", "O", "C", "O", "P", "O", "O", "O", "N", "C", "C", "O", "C", "C", "O", "H", "H", "H", "H", "H", "H", "H", "H", "H", "H", "H", "H"], "xyz": [[-3.307, -4.437, -1.951], [-3.151, -2.973, -2.211], [-2.946, -2.515, -3.297], [-3.280, -2.150, -1.095], [-2.088, -2.031, -0.399], [-1.874, -2.680, 0.584], [-1.118, -1.014, -0.937], [-1.677, 0.270, -0.584], [-0.570, 1.379, -0.511], [0.448, 1.259, -1.553], [-1.334, 2.743, -0.570], [0.000, 1.239, 0.977], [1.252, 1.887, 1.026], [2.322, 0.972, 0.694], [3.480, 1.645, 0.038], [2.254, -0.210, 0.901], [1.391, 2.621, 2.259], [2.379, 2.142, 3.275], [0.726, 3.612, 2.439], [-3.557, -4.892, -2.888], [-4.077, -4.586, -1.214], [-2.386, -4.814, -1.534], [-0.172, -1.200, -0.458], [-0.998, -1.082, -2.006], [-0.819, 3.268, -1.188], [3.076, 2.383, -0.633], [4.043, 2.172, 0.799], [4.071, 0.928, -0.496], [2.105, 2.503, 4.244], [2.447, 1.065, 3.288], [3.361, 2.496, 3.000]], "orbital_gap_ev": 10.54, "e_homo_ev": -10.47, "total_charge": 0, "relative_energy_ev": 0.000}

{"formula": "C18H9Cl44FO7S", "method": "the ωB97M-V functional and the def2-TZVPD basis", "species": ["O", "C", "O", "C", "C", "C", "O", "C", "O", "O", "C", "F", "C", "S", "O", "O", "H", "H", "H", "H", "H", "H", "H", "H", "H", "Cl", "C", "Cl", "Cl", "Cl", "Cl", "C", "Cl", "Cl", "Cl", "Cl", "C", "Cl", "Cl", "Cl", "Cl", "C", "Cl", "Cl", "Cl", "Cl", "C", "Cl", "Cl", "Cl", "Cl", "C", "Cl", "Cl", "Cl", "Cl", "C", "Cl", "Cl", "Cl", "Cl", "C", "Cl", "Cl", "Cl", "Cl", "C", "Cl", "Cl", "Cl", "Cl", "C", "Cl", "Cl", "Cl", "Cl", "C", "Cl", "Cl", "Cl"], "xyz": [[-5.273, -1.409, -2.745], [-4.269, -1.798, -2.199], [-3.710, -1.147, -1.154], [-2.399, -1.583, -0.786], [-1.288, -0.795, -1.512], [-0.192, -0.223, -0.620], [0.599, 0.637, -1.501], [0.235, 1.936, -1.285], [0.810, 2.894, -1.693], [-0.890, 1.924, -0.463], [-0.593, 0.840, 0.408], [-1.673, 0.527, 1.178], [0.558, 1.212, 1.350], [0.366, 2.859, 2.061], [-0.970, 3.104, 2.524], [0.919, 3.813, 1.142], [-3.737, -2.704, -2.540], [-2.312, -1.505, 0.297], [-2.286, -2.648, -1.022], [-1.697, -0.032, -2.178], [-0.778, -1.511, -2.167], [0.498, -0.994, -0.270], [1.538, 1.191, 0.870], [0.601, 0.518, 2.195], [1.162, 2.867, 3.157], [-0.542, -0.472, 6.206], [1.188, -0.410, 5.896], [2.049, 0.006, 7.373], [1.749, -1.975, 5.301], [1.504, 0.827, 4.655], [-0.910, -3.473, 7.341], [-2.415, -3.884, 8.169], [-2.717, -5.617, 8.045], [-2.294, -3.425, 9.871], [-3.741, -2.989, 7.414], [3.552, 4.822, -4.596], [2.295, 5.877, -5.262], [0.881, 4.921, -5.718], [1.835, 7.082, -4.062], [2.932, 6.688, -6.699], [3.659, 1.973, 2.494], [5.038, 2.321, 1.425], [5.378, 4.041, 1.293], [6.456, 1.508, 2.095], [4.683, 1.665, -0.179], [-4.899, -6.673, -2.093], [-3.206, -6.588, -2.567], [-2.966, -7.476, -4.068], [-2.763, -4.879, -2.797], [-2.181, -7.266, -1.301], [2.403, 7.349, 0.061], [3.462, 7.761, 1.398], [5.133, 7.421, 0.928], [3.305, 9.482, 1.778], [3.044, 6.808, 2.829], [1.926, 1.756, -10.235], [1.907, 1.691, -8.470], [2.610, 3.164, -7.810], [0.234, 1.540, -7.909], [2.833, 0.288, -7.923], [2.256, -6.165, -6.112], [0.521, -5.923, -6.342], [-0.241, -7.470, -6.723], [-0.182, -5.262, -4.860], [0.254, -4.791, -7.669], [-2.406, -7.032, 2.050], [-4.140, -7.311, 2.266], [-5.018, -5.823, 1.901], [-4.674, -8.597, 1.182], [-4.450, -7.788, 3.938], [8.199, 4.000, -1.039], [7.844, 5.641, -1.591], [6.217, 5.720, -2.271], [7.979, 6.766, -0.226], [9.007, 6.103, -2.835], [-8.485, -1.184, 5.189], [-7.341, -0.747, 6.459], [-5.690, -1.023, 5.886], [-7.539, 0.957, 6.873], [-7.632, -1.743, 7.889]], "orbital_gap_ev": 10.39, "e_homo_ev": -10.78, "total_charge": 0, "relative_energy_ev": 0.000}

{"formula": "C6H14N4", "method": "the ωB97M-V functional and the def2-TZVPD basis", "species": ["C", "C", "C", "C", "C", "C", "N", "N", "N", "N", "H", "H", "H", "H", "H", "H", "H", "H", "H", "H", "H", "H", "H", "H"], "xyz": [[-0.755, 0.287, 1.426], [-1.375, 1.213, -0.634], [-1.839, -1.204, -0.049], [0.968, 1.155, 0.199], [0.486, -1.126, -0.190], [2.932, -0.380, -0.049], [-0.439, 1.198, 0.420], [-0.625, -1.008, 0.703], [-1.798, -0.107, -1.024], [1.480, -0.162, -0.038], [0.024, 0.189, 2.162], [-1.732, 0.187, 1.895], [-2.227, 1.893, -0.446], [-0.968, 1.709, -1.585], [-1.762, -2.274, -0.402], [-2.730, -1.043, 0.731], [1.143, 1.831, -0.616], [1.425, 1.599, 1.145], [0.960, -2.088, -0.395], [-0.377, -0.601, -1.216], [3.266, -0.362, 0.943], [3.163, -1.377, -0.614], [3.339, 0.536, -0.502], [-2.559, -0.064, -1.865]], "orbital_gap_ev": [10.89, 6.17], "e_homo_ev": [-17.40, -18.41], "total_charge": 2, "relative_energy_ev": 3.287, "s2": 2.014, "multiplicity": 3}

{"formula": "C5H8N2O", "method": "the ωB97M-V functional and the def2-TZVPD basis", "species": ["C", "C", "C", "C", "C", "H", "H", "H", "H", "H", "H", "H", "H", "N", "N", "O"], "xyz": [[0.207, -1.546, 0.088], [-0.136, -0.027, 0.509], [1.059, 0.690, 1.249], [0.186, 1.098, -0.387], [-0.283, 0.662, -1.703], [-0.284, -2.068, 0.919], [1.272, -1.506, 0.121], [-0.347, -1.965, -0.797], [0.427, 1.336, 2.127], [2.046, 0.096, 1.738], [-0.603, 1.887, -0.236], [-0.305, 0.969, -2.705], [-1.875, -0.829, 0.398], [-1.401, 0.023, -1.337], [-1.526, 0.011, 0.146], [1.563, 1.169, -0.130]], "orbital_gap_ev": 10.27, "e_homo_ev": -9.42, "total_charge": 0, "relative_energy_ev": 7.819}

{"formula": "C3H5N3", "method": "the ωB97M-V functional and the def2-TZVPD basis", "species": ["N", "C", "C", "C", "N", "N", "H", "H", "H", "H", "H"], "xyz": [[-1.855, -0.004, 0.241], [-0.464, 0.084, 0.020], [0.473, -0.891, -0.218], [1.716, -0.242, -0.060], [1.560, 1.054, 0.170], [0.231, 1.230, 0.218], [-2.038, -0.866, 0.747], [-2.397, -0.031, -0.614], [0.216, -1.826, -0.682], [2.710, -0.673, -0.044], [-0.151, 2.163, 0.221]], "orbital_gap_ev": 9.98, "e_homo_ev": -9.06, "total_charge": 0, "relative_energy_ev": 0.786}

{"formula": "C7H14NO3P", "method": "the ωB97M-V functional and the def2-TZVPD basis", "species": ["O", "P", "O", "O", "N", "C", "C", "C", "C", "C", "C", "C", "H", "H", "H", "H", "H", "H", "H", "H", "H", "H", "H", "H", "H", "H"], "xyz": [[-3.447, -0.738, -1.185], [-2.981, 0.106, 0.078], [-4.239, 1.094, 0.228], [-3.098, -1.020, 1.212], [-1.724, 1.118, 0.065], [-0.221, 0.417, -0.045], [0.906, 1.470, -0.527], [2.169, 0.940, 0.096], [1.688, -0.334, 0.731], [1.228, -1.416, -0.327], [-0.092, -0.852, -0.784], [0.294, 0.171, 1.349], [-3.688, -0.193, -1.988], [-3.816, 2.011, 0.263], [-3.816, -1.585, 1.127], [0.628, 2.534, -0.131], [0.893, 1.435, -1.569], [2.986, 0.867, -0.601], [2.637, 1.469, 0.844], [2.401, -0.654, 1.499], [1.172, -2.397, 0.176], [1.975, -1.447, -1.131], [-0.136, -0.675, -1.948], [-1.047, -1.549, -0.667], [-0.282, -0.559, 1.972], [0.422, 1.155, 1.909]], "orbital_gap_ev": 9.00, "e_homo_ev": -8.54, "total_charge": 0, "relative_energy_ev": 1.670}

{"formula": "C8H16N2", "method": "the ωB97M-V functional and the def2-TZVPD basis", "species": ["C", "C", "C", "N", "C", "N", "H", "H", "H", "H", "H", "H", "C", "C", "C", "C", "H", "H", "H", "H", "H", "H", "H", "H", "H", "H"], "xyz": [[0.698, 3.314, 1.276], [1.835, 2.358, 1.054], [3.129, 2.499, 0.686], [3.619, 1.217, 0.574], [2.583, 0.367, 0.777], [1.471, 1.008, 1.074], [0.915, 4.337, 1.560], [0.153, 2.757, 2.038], [0.067, 3.374, 0.379], [3.670, 3.381, 0.400], [4.568, 0.934, 0.399], [2.839, -0.684, 0.779], [-0.990, -1.905, -1.922], [-2.073, -1.439, -0.936], [-2.984, -2.708, -0.737], [-1.508, -0.876, 0.332], [-1.301, -2.315, -2.884], [-0.451, -2.733, -1.430], [-0.251, -1.114, -2.041], [-2.769, -0.721, -1.388], [-2.310, -3.396, -0.212], [-3.888, -2.537, -0.184], [-3.194, -3.153, -1.712], [-0.887, -0.009, 0.035], [-2.167, -0.543, 1.136], [-0.774, -1.416, 0.947]], "orbital_gap_ev": 9.57, "e_homo_ev": -8.73, "total_charge": 0, "relative_energy_ev": 0.724}

{"formula": "C5H13NO", "method": "the ωB97M-V functional and the def2-TZVPD basis", "species": ["C", "C", "C", "C", "N", "C", "O", "H", "H", "H", "H", "H", "H", "H", "H", "H", "H", "H", "H", "H"], "xyz": [[0.889, 1.307, 2.016], [0.882, 0.261, 0.927], [0.706, -1.194, 1.417], [-0.211, 0.556, -0.114], [-0.078, -0.040, -1.441], [-1.174, -0.229, -2.309], [-1.314, -1.574, -2.747], [1.353, 0.890, 2.914], [1.201, 2.303, 1.720], [-0.153, 1.451, 2.331], [1.828, 0.197, 0.373], [-0.253, -1.463, 1.846], [0.850, -1.819, 0.527], [1.475, -1.446, 2.156], [-0.393, 1.628, -0.316], [-1.130, 0.188, 0.346], [0.857, 0.109, -1.778], [-2.065, 0.133, -1.780], [-1.017, 0.431, -3.179], [-2.253, -1.690, -2.909]], "orbital_gap_ev": 9.59, "e_homo_ev": -8.56, "total_charge": 0, "relative_energy_ev": 1.388}

{"formula": "C32H34N3O3PtS", "method": "the ωB97M-V functional and the def2-TZVPD basis", "species": ["Pt", "C", "C", "C", "C", "C", "C", "C", "C", "N", "C", "C", "C", "C", "N", "C", "C", "C", "C", "C", "C", "C", "C", "H", "H", "H", "H", "H", "H", "H", "H", "H", "H", "H", "H", "H", "H", "H", "H", "H", "H", "H", "H", "H", "H", "H", "H", "O", "N", "O", "O", "S", "C", "C", "C", "C", "C", "C", "C", "C", "C", "C", "C", "C", "H", "H", "H", "H", "H", "H", "H", "H", "H", "H"], "xyz": [[0.425, -0.349, 0.353], [-1.166, 2.198, -0.911], [0.192, 2.800, -1.098], [0.453, 3.648, -2.158], [1.711, 4.203, -2.325], [2.719, 3.906, -1.423], [2.505, 3.061, -0.345], [3.593, 2.810, 0.654], [1.223, 2.506, -0.179], [0.931, 1.624, 0.858], [0.526, 1.937, 2.098], [0.620, 3.339, 2.605], [-0.014, 0.902, 2.876], [-0.448, 1.096, 4.293], [-0.101, -0.305, 2.291], [-0.719, -1.423, 2.861], [-2.098, -1.436, 3.139], [-2.995, -0.271, 2.864], [-2.655, -2.599, 3.651], [-1.887, -3.724, 3.875], [-0.526, -3.708, 3.601], [0.070, -2.571, 3.088], [1.537, -2.509, 2.782], [-1.860, 2.605, -1.641], [-1.545, 2.404, 0.091], [-1.128, 1.110, -1.054], [-0.343, 3.872, -2.852], [1.896, 4.863, -3.159], [3.693, 4.347, -1.555], [4.556, 2.736, 0.155], [3.412, 1.897, 1.218], [3.642, 3.645, 1.354], [0.820, 4.021, 1.785], [1.404, 3.444, 3.354], [-0.317, 3.615, 3.083], [0.273, 1.696, 4.844], [-0.559, 0.133, 4.786], [-1.408, 1.610, 4.325], [-2.485, 0.527, 2.334], [-3.397, 0.116, 3.798], [-3.832, -0.601, 2.255], [-3.714, -2.622, 3.857], [-2.349, -4.619, 4.260], [0.066, -4.589, 3.798], [2.030, -3.436, 3.058], [1.995, -1.691, 3.336], [1.696, -2.339, 1.709], [-1.991, -1.350, 0.012], [-0.841, -1.685, -0.055], [-0.363, -2.742, -0.378], [1.133, -0.453, -1.726], [2.305, -0.864, -2.588], [2.004, -2.595, -3.056], [1.872, -3.550, -2.063], [1.632, -4.864, -2.415], [1.534, -5.218, -3.751], [1.684, -4.258, -4.740], [1.922, -2.936, -4.396], [3.652, -1.306, -1.451], [4.684, -2.080, -1.958], [5.665, -2.544, -1.103], [5.633, -2.196, 0.239], [4.628, -1.379, 0.726], [3.630, -0.929, -0.124], [1.959, -3.268, -1.025], [1.524, -5.615, -1.650], [1.344, -6.247, -4.018], [1.613, -4.539, -5.779], [2.059, -2.182, -5.156], [4.698, -2.329, -3.008], [6.450, -3.179, -1.483], [6.400, -2.555, 0.907], [4.625, -1.092, 1.764], [2.837, -0.280, 0.246]], "orbital_gap_ev": 6.38, "e_homo_ev": -10.96, "total_charge": 1, "relative_energy_ev": 1.716}

{"formula": "C16H15F6N7O9S3V", "method": "the ωB97M-V functional and the def2-TZVPD basis", "species": ["V", "N", "C", "C", "O", "N", "C", "C", "O", "O", "H", "H", "H", "H", "H", "H", "F", "C", "F", "F", "S", "O", "O", "N", "S", "O", "O", "C", "F", "F", "F", "N", "C", "C", "C", "C", "C", "C", "S", "O", "O", "N", "C", "N", "C", "C", "C", "N", "H", "H", "H", "H", "H", "H", "H", "H", "H"], "xyz": [[1.514, -0.118, 1.136], [1.079, -1.244, 2.837], [1.527, -0.483, 4.032], [2.815, 0.244, 3.658], [3.747, 0.341, 4.442], [2.781, 0.662, 2.365], [4.060, 0.826, 1.684], [4.159, -0.375, 0.706], [5.144, -0.597, 0.051], [3.031, -1.091, 0.718], [1.516, -2.156, 2.792], [0.066, -1.345, 2.805], [0.761, 0.247, 4.287], [1.714, -1.117, 4.894], [4.096, 1.734, 1.086], [4.893, 0.819, 2.380], [-1.663, 3.962, 3.049], [-1.250, 3.425, 1.904], [-1.125, 4.393, 1.008], [-2.168, 2.566, 1.490], [0.397, 2.576, 2.199], [0.044, 1.151, 2.020], [0.787, 2.998, 3.501], [1.344, 3.107, 1.058], [1.199, 2.368, -0.353], [2.238, 1.366, -0.559], [-0.153, 2.037, -0.708], [1.660, 3.754, -1.445], [2.921, 4.114, -1.242], [0.867, 4.793, -1.230], [1.516, 3.351, -2.702], [-3.102, -1.481, -5.997], [-2.311, -1.534, -4.844], [-1.473, -0.475, -4.514], [-0.647, -0.554, -3.403], [-0.669, -1.687, -2.606], [-1.492, -2.756, -2.931], [-2.308, -2.681, -4.042], [0.470, -1.792, -1.257], [0.573, -3.188, -0.911], [1.623, -1.076, -1.712], [-0.074, -0.982, 0.094], [-1.335, -1.306, 0.582], [-2.300, -1.710, -0.251], [-3.496, -1.949, 0.253], [-3.794, -1.796, 1.596], [-2.724, -1.432, 2.390], [-1.510, -1.208, 1.908], [-3.302, -0.558, -6.342], [-3.907, -2.083, -5.998], [-1.461, 0.412, -5.138], [0.018, 0.261, -3.148], [-1.478, -3.639, -2.304], [-2.954, -3.513, -4.301], [-4.252, -2.278, -0.456], [-4.780, -1.978, 1.999], [-2.833, -1.328, 3.465]], "orbital_gap_ev": [8.05, 8.29], "e_homo_ev": [-5.61, -5.86], "total_charge": -1, "relative_energy_ev": 1.166, "s2": 2.011, "multiplicity": 3}